# 1
8
Properties=species:S:1:pos:R:3:forces:R:3 method="wB97M-V/def2-TZVPD" relative_energy_kcal_mol=117.3 homo_energy_ev="-7.92 / -8.37" spin_multiplicity=1
C 0.05269 -0.24536 -0.75027 -2.053 -1.409 -4.093
N 0.46392 1.58296 0.54321 2.488 1.089 2.589
N 3.23749 0.09491 -0.54110 0.022 0.856 -0.430
N -0.20446 0.92219 -0.23854 -1.331 1.866 -1.969
S 2.10961 0.22059 0.35317 0.949 -0.293 1.341
H 0.40323 -1.05436 -0.21792 -0.119 -1.610 0.986
H -0.44543 -0.35895 -1.77330 0.964 -0.388 1.669
H -0.85265 1.50091 -0.77140 -0.921 -0.112 -0.093

# 2
8
Properties=species:S:1:pos:R:3:forces:R:3 method="wB97M-V/def2-TZVPD" smiles="N#[N+][S-].C=N" relative_energy_kcal_mol=15.5 homo_energy_ev=-9.56 spin_multiplicity=1
C 0.04212 1.08910 -0.20559 4.376 2.475 1.825
N -1.43606 -1.06346 0.18602 0.938 -1.467 1.309
N -0.76494 -1.79666 0.73353 -2.918 2.902 -2.552
N 1.27909 1.18103 -0.53047 0.288 0.194 0.482
S 0.13445 -2.83829 1.36294 1.760 -1.859 1.386
H -0.67769 0.89820 -0.86090 -3.210 -0.994 -2.754
H -0.28658 1.49520 0.80743 0.628 -0.982 -1.049
H 1.70962 1.03487 -1.49296 -1.863 -0.269 1.353

# 3
9
Properties=species:S:1:pos:R:3:forces:R:3 method="wB97M-V/def2-TZVPD" relative_energy_kcal_mol=5.3 homo_energy_ev=-4.16 charge=-1 spin_multiplicity=1
C 0.75072 -0.66396 -0.07939 0.982 -1.627 2.464
N -0.54389 -0.54416 1.53986 -3.706 0.830 1.524
N 1.34436 -1.29986 0.93932 0.026 0.182 -1.105
N -0.43015 -0.23684 0.28184 1.314 -0.893 -0.540
N 0.44472 -1.20058 1.92930 1.874 -0.924 0.705
S -1.17194 2.01768 -1.04146 -1.157 2.006 0.993
H 1.20157 -0.44602 -0.96426 1.018 0.388 -2.380
H -0.82207 0.58016 -0.37992 -1.038 0.382 0.529
H -0.77332 1.79359 -2.22528 0.687 -0.343 -2.189

# 4
9
Properties=species:S:1:pos:R:3:forces:R:3 method="wB97M-V/def2-TZVPD" smiles="[H]/N=c1/nn[nH][nH]1" relative_energy_kcal_mol=68.8 homo_energy_ev=-9.63 spin_multiplicity=1
C 0.75168 -0.44251 0.07975 -0.779 -1.382 -1.530
H 1.99522 0.70301 -0.00196 1.896 -3.157 -0.927
H -1.97787 0.42708 0.62148 -1.241 0.642 1.429
H 0.12334 1.53047 -0.33655 0.869 0.145 -0.295
N 1.98098 -0.43740 -0.16196 0.959 3.962 1.464
N -0.08999 -1.60809 0.05506 -4.222 3.447 -1.143
N -1.29360 -1.11820 -0.15517 1.463 -2.829 0.783
N -1.43577 0.30019 -0.18783 4.263 -2.728 -0.767
N -0.05400 0.64546 0.08717 -3.208 1.900 0.986

# 5
9
Properties=species:S:1:pos:R:3:forces:R:3 method="wB97M-V/def2-TZVPD" smiles="[H]/N=c1/nn[nH][nH]1" relative_energy_kcal_mol=54.4 homo_energy_ev=-9.64 spin_multiplicity=1
C -0.77714 -0.03105 0.01304 -0.253 -0.567 -0.055
H -2.43597 0.75798 -0.11015 -0.605 0.862 -0.012
H 1.98875 0.89178 0.72069 -1.699 -0.844 -3.437
H 0.00354 1.79799 0.72139 -0.332 -1.473 -1.632
N -2.01997 -0.14069 -0.01338 -0.385 -0.893 0.095
N 0.10353 -1.15912 0.05099 -2.654 -1.459 0.409
N 1.24117 -0.79295 0.03532 3.186 -0.324 -0.743
N 1.37514 0.56530 -0.22503 1.417 1.637 4.369
N 0.02963 1.06154 -0.04935 1.325 3.061 1.006

# 6
9
Properties=species:S:1:pos:R:3:forces:R:3 method="wB97M-V/def2-TZVPD" smiles="[H]/N=c1/nn[nH][nH]1" relative_energy_kcal_mol=50.7 homo_energy_ev=-9.51 spin_multiplicity=1
C -0.01125 0.30600 -0.73682 0.015 1.358 -0.575
H 0.97508 0.80111 -2.34547 -1.303 0.553 1.219
H 0.95482 -0.77343 2.01076 -0.908 -0.617 -2.300
H 1.76806 -0.14655 -0.03065 -0.607 -0.926 -0.351
N 0.13021 1.08762 -1.75606 0.813 -2.240 0.201
N -1.08984 0.44660 0.19054 0.942 -1.029 2.562
N -0.76217 -0.16554 1.28062 -1.476 0.586 -2.098
N 0.34415 -0.97878 1.13069 0.102 1.953 1.054
N 0.85900 -0.63520 -0.16204 2.422 0.363 0.286